[1]
Density functional theory data (ωB97M-V/def2-TZVPD) for a molecular structure, C25H53ClMoOP2Si2.

The electronic energy is -77542.693 eV. The calculation puts the molar mass at 619.211 g/mol. Its net charge is 0. The strongest force on any atom is 0.0305 hartree/bohr. Its spin multiplicity is 3.

Last column: Löwdin charge in e.
CARTESIAN COORDINATES (ANGSTROEM)
Mo  -0.40428  -0.00861  -0.01066  0.90
C  -1.42874  -0.01393  2.51216  -0.41
C  -1.51597  1.15598  1.53639  -0.40
C  -2.44532  0.68129  0.54098  -0.26
Si  -1.10366  2.94621  1.93341  0.50
C  -2.42026  -0.75592  0.54338  -0.26
C  -1.47596  -1.19597  1.54370  -0.39
Si  -1.02265  -2.97924  1.91476  0.49
H  -2.36383  -0.02963  3.10970  0.14
H  -2.99566  1.31819  -0.14384  0.09
H  -2.94702  -1.41530  -0.13921  0.08
Cl  2.17845  0.13057  -4.29002  0.38
C  -0.53534  -3.23331  3.69337  -0.17
C  -2.45614  -4.08586  1.46313  -0.17
C  -0.67911  3.19217  3.73104  -0.18
C  -2.54102  4.02299  1.43522  -0.18
H  -3.17593  -4.04968  2.29418  0.04
H  -2.11768  -5.12573  1.35290  0.03
H  -2.97713  -3.78300  0.54682  0.02
H  0.44411  -2.78336  3.90087  0.03
H  -0.47318  -4.31639  3.87289  0.04
H  -1.27728  -2.80782  4.38111  0.03
H  -3.33241  3.88890  2.18706  0.04
H  -2.95444  3.76955  0.45124  0.02
H  -2.24991  5.08226  1.43999  0.03
H  -1.42807  2.73367  4.38879  0.04
H  -0.65660  4.27321  3.93122  0.04
H  0.30636  2.76918  3.96537  0.04
C  0.50261  -3.36544  0.85911  -0.41
C  0.47082  3.33344  0.94361  -0.40
P  0.42980  -2.47480  -0.72554  0.93
H  0.61189  -4.45436  0.72964  0.04
H  1.38083  -2.99893  1.41793  0.06
P  0.41712  2.46558  -0.65077  0.93
H  1.31292  2.94023  1.53658  0.05
H  0.61467  4.42016  0.82662  0.04
C  2.13640  2.71837  -1.33060  -0.56
C  -0.80650  3.44304  -1.69538  -0.52
C  -0.92156  -3.37485  -1.69269  -0.52
C  2.08178  -2.85870  -1.50366  -0.54
C  3.17850  -1.92036  -0.96516  -0.12
H  1.92987  -2.64729  -2.57494  0.09
C  2.50829  -4.31789  -1.33120  -0.12
H  2.58843  -4.58598  -0.27105  0.07
H  3.50262  -4.43829  -1.77960  0.08
H  1.83801  -5.02779  -1.82287  0.05
H  3.35636  -1.07852  -1.64413  0.05
H  4.12566  -2.47189  -0.89072  0.08
H  2.95210  -1.52387  0.03557  0.06
H  -1.82550  -3.15055  -1.10058  0.07
C  -0.75625  -4.89660  -1.76026  -0.12
C  -1.12471  -2.80870  -3.10096  -0.13
H  -0.51306  -5.36726  -0.80074  0.06
H  0.00186  -5.18009  -2.50178  0.07
H  -1.71020  -5.32793  -2.09902  0.08
H  -1.47477  -1.76951  -3.09599  0.07
H  -1.89866  -3.40430  -3.60795  0.08
H  -0.21120  -2.87890  -3.70817  0.08
H  -1.77773  3.07557  -1.31699  0.08
C  -0.72144  3.09780  -3.18749  -0.12
C  -0.75610  4.96128  -1.48876  -0.11
H  -0.94187  5.26871  -0.45410  0.05
H  -1.54552  5.41078  -2.10833  0.08
H  0.19947  5.38694  -1.81629  0.06
H  -1.13343  2.10612  -3.40664  0.07
H  0.30591  3.15248  -3.57664  0.08
H  -1.32484  3.82318  -3.75281  0.08
C  3.16188  2.05729  -0.40353  -0.12
C  2.48865  4.18744  -1.55930  -0.12
H  2.12962  2.19159  -2.29825  0.06
H  2.34123  4.78393  -0.64959  0.08
H  1.92159  4.63847  -2.38130  0.06
H  3.55165  4.25616  -1.82796  0.08
H  3.20824  2.57525  0.56382  0.07
H  4.15624  2.12354  -0.87013  0.09
H  2.95488  0.99454  -0.21222  0.05
C  1.01332  0.01665  -2.78108  -0.50
H  1.65417  0.07670  -1.89294  -0.05
H  0.31358  0.84819  -2.90336  -0.03
H  0.50741  -0.94569  -2.90761  -0.04
C  -0.49109  -0.09781  4.74904  -0.12
O  -0.26895  0.03110  3.34835  -0.18
H  0.26049  -0.79914  5.13752  0.08
H  -1.49858  -0.48624  4.99230  0.09
H  -0.35825  0.88677  5.22307  0.07



[2]
Density functional theory data (ωB97M-V/def2-TZVPD) for 2 unconnected molecules or ions with the total composition C25H54ClF3N3O6P2S2.

The electronic energy is -104476.153 eV. The calculation puts the molar mass at 711.251 g/mol. Its net charge is -1. The strongest force on any atom is 0.0318 hartree/bohr.

Last column: Löwdin charge in e.
CARTESIAN COORDINATES (ANGSTROEM)
C  -5.89972  -0.46679  -0.96751  -0.11
C  -5.26207  -0.27875  0.41449  -0.26
C  -3.77003  -0.59633  0.44428  -0.20
C  -2.97593  0.08846  -0.68527  -0.14
C  -1.57665  0.53944  -0.29138  -0.26
C  -0.57303  -0.55757  0.15921  -0.26
C  -0.63594  -1.82508  -0.68760  -0.08
C  0.72574  -2.54047  -0.83444  -0.04
C  0.78085  -3.91663  -0.21285  -0.57
F  0.01861  -4.03630  0.90315  0.12
F  0.37059  -4.88646  -1.08545  0.10
F  2.06166  -4.23235  0.15371  0.11
O  -0.86757  -0.90760  1.52398  -0.16
C  0.12527  -0.57779  2.45783  -0.83
N  1.43148  -0.99445  2.06495  0.06
P  0.10341  1.27296  2.82289  0.52
S  1.83395  2.17902  2.91919  0.30
P  -0.35852  -1.51110  4.05687  1.04
C  0.57538  -0.71526  5.43376  -0.43
C  1.75344  -1.62567  5.86037  -0.17
C  -2.18495  -1.23521  4.29490  -0.40
C  -2.63929  -0.17606  5.32640  -0.16
N  -0.98424  1.40052  -1.31023  -0.08
C  0.05285  2.26224  -0.72144  -0.16
C  1.23618  2.52005  -1.64180  -0.18
C  2.27658  3.42313  -0.97623  -0.21
C  2.96277  2.78697  0.23337  -0.37
S  3.92321  1.38318  -0.29483  0.31
O  4.74023  1.76452  -1.40537  -0.34
O  3.08298  0.23398  -0.41286  -0.35
Cl  5.15125  1.07004  1.29916  0.40
O  -0.41144  0.62941  -2.35624  -0.14
C  -1.20855  0.64400  -3.52044  -0.19
C  -0.31708  0.49201  -4.75233  -0.20
N  -1.04828  0.94498  -5.92350  -0.07
C  -0.80697  0.17133  -7.14074  -0.18
C  -1.23989  0.95668  -8.38506  -0.42
C  -0.07628  1.08897  -9.36598  -0.06
O  -2.34123  0.30134  -9.01609  -0.04
H  -6.98146  -0.40420  -0.87931  0.06
H  -5.64373  -1.45943  -1.33193  0.08
H  -5.55216  0.29140  -1.66185  0.06
H  -5.75892  -0.98348  1.08464  0.10
H  -5.46527  0.71082  0.82139  0.11
H  -3.61742  -1.67194  0.38495  0.12
H  -3.36062  -0.24076  1.38639  0.09
H  -2.97780  -0.54767  -1.56633  0.10
H  -3.51417  0.99170  -0.97717  0.12
H  -1.69622  1.16856  0.59005  0.10
H  0.41423  -0.10332  0.06699  0.12
H  -1.00913  -1.60710  -1.67959  0.10
H  -1.36514  -2.47412  -0.20749  0.12
H  0.92241  -2.68609  -1.89301  0.13
H  1.51676  -1.91230  -0.43615  0.10
H  1.40135  -1.97185  1.80698  0.07
H  2.10339  -0.88011  2.81371  0.07
H  -0.55003  1.38786  4.05724  -0.03
H  -0.80466  1.88268  1.93378  -0.02
H  -0.09341  -0.61789  6.28554  0.06
H  0.98149  0.26620  5.18344  0.03
H  2.25197  -2.04691  4.98952  0.05
H  1.34131  -2.46347  6.42086  0.06
H  2.48371  -1.09733  6.50231  0.04
H  -2.58937  -2.21508  4.52520  0.05
H  -2.58271  -0.96978  3.31856  0.03
H  -1.81571  0.36246  5.78062  0.03
H  -3.25554  0.56923  4.82215  0.06
H  -3.27488  -0.63201  6.07958  0.06
H  -0.39804  3.23642  -0.52873  0.14
H  0.44340  1.83539  0.20476  0.06
H  0.89990  2.98385  -2.56626  0.12
H  1.73361  1.58707  -1.87866  0.09
H  1.87110  4.39398  -0.69460  0.12
H  3.05324  3.62162  -1.71440  0.10
H  3.64783  3.48122  0.71528  0.10
H  2.29221  2.42747  1.01218  -0.12
H  -1.74337  1.59132  -3.58574  0.12
H  -1.95371  -0.15555  -3.53124  0.11
H  0.60410  1.05102  -4.56868  0.12
H  -0.06538  -0.55965  -4.86889  0.12
H  -0.91394  1.93104  -6.08255  0.10
H  0.23816  -0.13756  -7.22783  0.11
H  -1.43804  -0.71402  -7.10098  0.12
H  -1.58538  1.95185  -8.10380  0.13
H  0.73825  1.62335  -8.88289  0.08
H  -0.39302  1.60117  -10.27067  0.08
H  0.28585  0.08694  -9.59256  0.08
H  -2.09974  0.09650  -9.91733  0.07
C  6.26308  -1.40006  6.42597  -0.16
C  5.03274  -0.51391  6.73239  -0.60
O  4.11485  -1.13477  7.49352  -0.37
H  5.95950  -2.30594  5.89485  0.05
H  6.99746  -0.86814  5.79724  0.04
H  6.76256  -1.69262  7.35307  0.04
H  4.66057  -0.17190  5.72051  0.07
H  5.45519  0.43451  7.16412  0.07



[3]
Density functional theory data (ωB97M-V/def2-TZVPD) for a gas-phase ion, C25H54IN3OPSi (charge +1).

The electronic energy is -58582.386 eV. The calculation puts the molar mass at 598.691 g/mol. Its net charge is +1. The strongest force on any atom is 0.0399 hartree/bohr.

Last column: Löwdin charge in e.
CARTESIAN COORDINATES (ANGSTROEM)
C  7.23895  -3.61660  2.08052  -0.11
C  6.08730  -4.48192  1.55373  -0.27
C  4.75815  -3.71361  1.57745  -0.22
C  3.54837  -4.63258  1.32266  -0.21
C  2.54444  -4.07661  0.31444  -0.20
C  2.11342  -2.62629  0.63725  -0.19
C  2.66339  -1.57099  -0.35611  -0.19
C  1.55819  -0.93926  -1.21478  -0.19
C  1.02999  0.32486  -0.53473  -0.10
C  -0.21175  1.01410  -1.16809  -0.37
C  -0.73282  0.44752  -2.48290  -0.21
C  0.15717  0.73467  -3.70867  -0.74
C  0.35572  -0.50331  -4.59138  -0.16
I  -0.82357  2.23769  -4.91138  0.88
C  0.07228  2.51268  -1.30379  -0.09
N  0.00686  2.96785  0.11604  0.02
C  -0.23668  4.44445  0.17695  -0.17
C  0.66979  5.24421  -0.76075  -0.21
C  -0.05580  5.78302  -2.01026  -0.08
C  -0.94697  2.15883  0.65304  -0.33
N  -1.45444  2.26798  1.87860  -0.05
P  -1.00412  3.30264  3.23595  0.92
C  0.80884  3.42369  3.16622  -0.28
C  -1.71891  4.96406  2.92216  -0.28
N  -1.34509  1.15096  -0.18188  0.07
C  -1.73598  -0.14552  0.44005  -0.09
C  -3.24518  -0.28711  0.64349  -0.26
O  -3.80694  -0.96896  -0.44846  -0.21
Si  -5.18230  -1.91387  -0.17605  0.44
C  -6.26844  -1.19429  1.16641  -0.16
C  -6.17221  -2.01785  -1.75201  -0.15
C  -4.59342  -3.61860  0.36720  -0.14
H  7.59774  -2.95482  1.29534  0.07
H  8.08300  -4.21807  2.40688  0.07
H  6.89299  -3.02020  2.92161  0.07
H  6.28662  -4.73355  0.51291  0.11
H  5.99772  -5.38889  2.14710  0.11
H  4.66396  -3.25469  2.55987  0.11
H  4.81255  -2.93753  0.81473  0.10
H  3.89428  -5.60591  0.97873  0.11
H  3.01712  -4.78548  2.26165  0.11
H  2.95107  -4.12016  -0.69531  0.11
H  1.65212  -4.70115  0.31182  0.10
H  2.38585  -2.36039  1.65517  0.11
H  1.02402  -2.58691  0.58308  0.09
H  3.14337  -0.77966  0.22253  0.11
H  3.43523  -1.99514  -0.99111  0.10
H  0.76785  -1.66122  -1.40873  0.11
H  1.99582  -0.65922  -2.17283  0.10
H  1.85018  1.03944  -0.52203  0.13
H  0.84775  0.07047  0.51076  0.12
H  -1.74600  0.80286  -2.63784  0.09
H  -0.80938  -0.63588  -2.38465  0.10
H  1.12925  1.10812  -3.40846  0.07
H  0.46544  -0.24373  -5.63899  0.05
H  1.24599  -1.05645  -4.29877  0.07
H  -0.49694  -1.17425  -4.52145  0.08
H  0.99867  2.72622  -1.81543  0.13
H  -0.77975  2.95554  -1.82437  0.11
H  -1.28973  4.65490  -0.01646  0.13
H  -0.03630  4.77612  1.19083  0.06
H  1.00231  6.10736  -0.18867  0.11
H  1.57050  4.69594  -1.01657  0.11
H  -0.39653  6.79643  -1.80626  0.08
H  0.59494  5.84248  -2.87524  0.08
H  -0.94811  5.20501  -2.23304  0.06
H  -2.18020  1.61869  2.12047  0.08
H  1.19457  2.47660  3.53377  0.04
H  1.10842  4.19415  3.87156  0.05
H  1.25078  3.62878  2.19339  0.03
H  -2.45519  5.19970  3.67712  0.03
H  -2.14919  5.01901  1.92429  0.03
H  -0.91407  5.69931  2.93938  0.05
H  -1.24957  -0.22439  1.41422  0.12
H  -1.36747  -0.96869  -0.16054  0.13
H  -3.40720  -0.79843  1.59493  0.12
H  -3.67489  0.71883  0.69658  0.12
H  -7.12793  -1.84144  1.33079  0.04
H  -6.64816  -0.20344  0.91769  0.04
H  -5.75342  -1.10491  2.12362  0.03
H  -6.75149  -2.93760  -1.71514  0.04
H  -6.85028  -1.17390  -1.84933  0.03
H  -5.50354  -2.03464  -2.61043  0.03
H  -4.84668  -4.34208  -0.40209  0.03
H  -3.51406  -3.61060  0.51390  0.03
H  -5.04227  -3.89442  1.31810  0.03